{
  "formula": "C19H14ClN3O2S",
  "method": "wB97M-V/def2-TZVPD",
  "symbols": ["O", "C", "N", "N", "C", "C", "C", "C", "C", "S", "C", "C", "C", "C", "C", "N", "C", "O", "C", "C", "C", "C", "Cl", "C", "C", "C", "H", "H", "H", "H", "H", "H", "H", "H", "H", "H", "H", "H", "H", "H"],
  "positions_angstrom": [[5.579, 1.269, -1.466], [4.329, 0.789, -1.376], [4.157, -0.667, -1.286], [3.042, -1.208, -1.151], [1.949, -0.789, -1.997], [0.838, -1.306, -1.528], [-0.258, -1.055, -2.144], [-1.533, -1.759, -1.700], [-1.184, -2.305, -0.487], [0.437, -2.175, -0.020], [3.327, 1.716, -1.303], [2.983, 2.652, -2.421], [1.877, 3.305, -2.222], [0.700, 2.856, -1.418], [1.070, 2.076, -0.406], [-0.019, 1.344, 0.208], [-1.383, 1.561, 0.298], [-1.938, 2.472, -0.552], [-2.070, 0.529, 1.164], [-1.507, 0.351, 2.483], [-2.368, -0.561, 3.266], [-3.573, -1.181, 2.662], [-4.449, -2.381, 3.694], [-4.100, -0.625, 1.349], [-3.313, 0.198, 0.756], [2.206, 1.534, -0.344], [5.048, -1.075, -1.248], [2.173, -0.331, -2.690], [-0.534, -0.581, -3.289], [-2.430, -1.755, -2.118], [-1.738, -2.904, 0.316], [3.949, 2.828, -2.977], [1.671, 4.009, -2.988], [-0.026, 3.475, -1.329], [0.419, 0.812, 1.084], [-0.555, 0.672, 3.063], [-2.110, -0.955, 4.016], [-5.002, -0.926, 1.104], [-3.697, 0.720, -0.259], [2.638, 0.572, 0.385]],
  "forces_ev_per_angstrom": [[-5.4, -2.8, 0.2], [9.4, -1.8, -0.4], [3.6, 8.0, -1.7], [-8.2, -2.3, -2.2], [7.1, -9.1, 15.5], [-2.9, -1.6, 3.1], [-9.1, 0.0, -6.7], [6.9, 0.8, 3.8], [-1.7, -1.3, 0.9], [1.5, 0.6, -0.8], [-8.2, 3.1, -0.1], [6.7, -3.8, 3.6], [-6.0, 0.9, -0.8], [8.6, 1.3, -2.9], [-8.6, -0.8, 0.3], [1.3, -0.8, 5.0], [-0.2, 3.6, -5.3], [2.1, -4.8, 4.8], [3.8, 3.9, 2.1], [-2.8, -2.9, 0.8], [-4.7, 4.1, -13.4], [1.3, 2.8, -0.3], [0.7, 1.2, -1.3], [2.3, -3.9, 7.7], [-0.3, 3.4, -5.6], [12.7, -6.6, 0.8], [1.1, -1.3, 0.5], [3.1, 8.5, -12.4], [1.9, -0.8, 3.4], [-3.6, 0.2, -1.9], [0.2, 1.0, -1.6], [-1.8, 0.3, -0.3], [-0.5, 1.1, -0.4], [-5.3, 3.3, -0.2], [-1.7, 1.0, -2.7], [-1.7, -0.2, -1.9], [3.8, -4.9, 11.0], [-4.2, -1.2, -1.6], [1.2, -1.2, 2.4], [-2.3, 3.0, -1.5]],
  "mulliken_charge": [-0.66, -0.07, -0.04, -0.56, -1.31, 0.43, 0.12, -1.21, 0.14, -0.06, 0.59, -0.65, -0.69, -0.96, 0.64, 0.23, 0.25, -0.73, 0.72, -0.49, -1.15, 0.23, -0.21, -0.90, 0.03, -0.35, 0.29, 1.30, 0.14, 0.61, 0.35, 0.38, 0.41, 0.77, 0.13, 0.30, 0.83, 0.70, 0.23, 0.23],
  "total_charge": 0,
  "lumo_ev": -0.734,
  "homo_energy_ev": -7.78,
  "homo_lumo_gap_ev": 7.05,
  "multiplicity": 1,
  "e_above_lowest_kj_mol": 1333.0,
  "total_energy_ha": -1905.0648
}

{
  "formula": "C4H8O2",
  "method": "wB97M-V/def2-TZVPD",
  "symbols": ["C", "C", "O", "C", "C", "O", "H", "H", "H", "H", "H", "H", "H", "H"],
  "positions_angstrom": [[1.980, -0.038, -0.298], [0.615, 0.402, -0.757], [0.398, 1.587, -0.957], [-0.522, -0.590, -0.833], [-1.512, -0.242, 0.305], [-2.022, 1.053, 0.151], [2.050, 0.185, 0.774], [2.154, -1.105, -0.442], [2.743, 0.553, -0.809], [-1.057, -0.457, -1.780], [-0.171, -1.626, -0.772], [-1.017, -0.373, 1.284], [-2.353, -0.941, 0.262], [-1.303, 1.590, -0.236]],
  "forces_ev_per_angstrom": [[0.1, -0.1, 0.0], [0.0, 0.4, 0.0], [0.1, -0.4, -0.1], [-0.1, 0.0, 0.0], [0.1, -0.4, 0.0], [0.1, 0.2, 0.0], [0.0, -0.1, -0.1], [0.0, 0.1, 0.0], [-0.1, -0.1, 0.1], [0.1, 0.0, 0.1], [-0.1, 0.2, 0.1], [-0.1, 0.1, -0.2], [0.1, 0.1, 0.1], [-0.3, 0.0, 0.1]],
  "mulliken_charge": [-1.05, 0.80, -0.63, -0.64, -0.45, -0.53, 0.26, 0.33, 0.33, 0.30, 0.33, 0.27, 0.29, 0.40],
  "total_charge": 0,
  "lumo_ev": 0.848,
  "homo_energy_ev": -10.00,
  "homo_lumo_gap_ev": 10.85,
  "multiplicity": 1,
  "e_above_lowest_kj_mol": 86.4,
  "total_energy_ha": -307.6795
}

{
  "formula": "C4H9F",
  "method": "wB97M-V/def2-TZVPD",
  "symbols": ["C", "C", "C", "C", "F", "H", "H", "H", "H", "H", "H", "H", "H", "H"],
  "positions_angstrom": [[0.564, 1.199, -1.447], [0.092, 0.892, 0.010], [0.125, -0.677, 0.234], [-0.780, -1.335, 1.271], [-2.062, -0.791, 1.498], [1.684, 1.156, -1.395], [0.186, 2.130, -1.810], [0.209, 0.411, -1.978], [-0.971, 1.198, 0.324], [0.788, 1.416, 0.645], [0.086, -1.123, -0.663], [1.165, -0.931, 0.329], [-0.798, -2.279, 0.772], [-0.287, -1.266, 2.211]],
  "forces_ev_per_angstrom": [[1.2, 0.9, 3.2], [-1.5, -0.8, 0.3], [0.6, 3.9, 1.9], [0.8, 1.1, -0.8], [0.8, -0.3, -0.9], [-1.0, 0.2, -0.5], [0.1, 0.6, -0.3], [-0.9, -2.0, -2.3], [1.5, 0.0, -1.0], [0.0, 0.0, 0.7], [-1.6, -1.5, -3.7], [0.8, -0.3, 1.5], [-1.0, -1.4, 0.9], [0.2, -0.6, 0.9]],
  "mulliken_charge": [-1.11, -0.36, -0.92, -0.29, -0.31, 0.27, 0.33, 0.37, 0.32, 0.28, 0.49, 0.43, 0.26, 0.25],
  "total_charge": 0,
  "lumo_ev": 1.138,
  "homo_energy_ev": -11.09,
  "homo_lumo_gap_ev": 12.23,
  "multiplicity": 1,
  "e_above_lowest_kj_mol": 160.8,
  "total_energy_ha": -257.6144
}

{
  "formula": "C8H16BrClSi",
  "method": "wB97M-V/def2-TZVPD",
  "symbols": ["C", "C", "C", "C", "C", "C", "C", "C", "Si", "Cl", "Br", "H", "H", "H", "H", "H", "H", "H", "H", "H", "H", "H", "H", "H", "H", "H", "H"],
  "positions_angstrom": [[0.628, -3.511, -1.116], [0.659, -2.698, -0.056], [-0.020, 1.881, -2.104], [1.577, 0.089, -2.367], [0.080, 0.001, 2.603], [-2.359, 0.118, 2.050], [0.798, 0.802, -1.326], [-0.912, 0.384, 1.528], [-0.515, -0.227, -0.259], [-2.355, -0.364, -1.229], [2.061, -2.736, 1.123], [1.406, -4.257, -1.140], [-0.172, -3.427, -1.797], [0.431, 1.829, -3.067], [-1.052, 1.600, -2.173], [0.091, 2.923, -1.621], [0.988, -0.528, -3.046], [2.093, -0.836, -1.833], [2.314, 0.735, -2.871], [-0.013, -0.991, 2.909], [1.148, -0.018, 2.453], [-0.177, 0.577, 3.532], [-2.661, -0.974, 2.214], [-2.996, 0.483, 1.267], [-2.329, 0.676, 3.139], [1.452, 1.406, -0.628], [-0.907, 1.583, 1.568]],
  "forces_ev_per_angstrom": [[0.6, 0.7, 2.1], [-2.1, 2.7, -2.0], [0.5, 1.3, 1.8], [2.1, -3.9, 1.6], [0.1, 0.9, 1.3], [1.1, -0.5, 2.1], [-1.5, 1.5, 1.2], [-0.2, 2.1, 0.0], [1.6, -1.5, 0.7], [0.5, -0.2, 0.0], [1.0, -0.1, 1.0], [-0.1, -0.5, -0.5], [-0.6, -0.1, -0.9], [-0.1, 0.8, -1.0], [-0.6, 0.3, -0.3], [-0.3, -1.6, -0.9], [-0.4, 0.7, -0.5], [-0.2, 2.0, -1.0], [-0.4, -0.4, 0.1], [-0.8, -2.1, 0.4], [0.4, 1.0, -0.6], [0.5, -0.2, -0.8], [0.8, 1.4, -0.2], [-0.9, 0.7, 0.4], [-0.9, -1.3, -2.8], [-0.5, -1.2, -0.4], [0.2, -2.3, -0.9]],
  "mulliken_charge": [-0.56, -0.17, -1.22, -1.49, -1.60, -1.39, 0.56, 0.68, 0.31, -0.33, -0.15, 0.25, 0.28, 0.44, 0.28, 0.25, 0.35, 0.29, 0.46, 0.46, 0.40, 0.34, 0.27, 0.42, 0.34, 0.31, 0.22],
  "total_charge": 0,
  "lumo_ev": 0.047,
  "homo_energy_ev": -8.51,
  "homo_lumo_gap_ev": 8.55,
  "multiplicity": 1,
  "e_above_lowest_kj_mol": 177.4,
  "total_energy_ha": -3638.0154
}

{
  "formula": "C3H7ClNS",
  "method": "wB97M-V/def2-TZVPD",
  "symbols": ["C", "C", "C", "N", "S", "Cl", "H", "H", "H", "H", "H", "H", "H"],
  "positions_angstrom": [[0.334, 0.670, 1.102], [-0.797, 0.968, 0.109], [-0.323, -0.369, 0.331], [0.193, -1.212, -0.657], [-1.842, -2.185, 1.260], [-2.186, -3.024, -0.626], [1.354, 0.739, 0.844], [0.130, 0.773, 2.170], [-1.775, 1.132, 0.482], [-0.542, 1.699, -0.684], [0.522, -0.620, -1.458], [-0.796, -1.848, -0.900], [0.784, -2.013, -0.467]],
  "forces_ev_per_angstrom": [[-1.4, -0.9, 1.7], [0.8, 1.6, -0.6], [-1.5, -2.3, 1.6], [-2.0, -1.1, -2.7], [1.2, 1.7, -1.3], [0.3, 0.7, 0.9], [1.1, 0.7, -0.4], [0.1, 0.0, -0.3], [-0.7, 0.4, 0.8], [-0.2, -1.2, -0.1], [-0.3, -1.1, 0.4], [1.9, 1.2, -0.6], [0.9, 0.3, 0.8]],
  "mulliken_charge": [-0.35, -0.61, 0.21, -0.29, 0.07, -0.17, 0.28, 0.22, 0.24, 0.28, 0.37, 0.39, 0.36],
  "total_charge": 1,
  "lumo_ev": -5.774,
  "homo_energy_ev": -13.67,
  "homo_lumo_gap_ev": 7.90,
  "multiplicity": 1,
  "e_above_lowest_kj_mol": 271.6,
  "total_energy_ha": -1031.2379
}

{
  "formula": "HO5S",
  "method": "wB97M-V/def2-TZVPD",
  "symbols": ["O", "O", "O", "O", "O", "S", "H"],
  "positions_angstrom": [[0.305, -1.962, -2.205], [-0.956, 0.060, -2.395], [-2.130, -1.869, -1.460], [-0.943, -0.898, 1.499], [0.026, -0.563, 0.524], [-0.829, -1.257, -1.742], [-1.729, -0.506, 1.126]],
  "forces_ev_per_angstrom": [[0.9, -1.8, 0.2], [0.0, -1.1, 1.3], [1.8, -0.1, 0.3], [0.1, -0.4, 0.2], [-0.6, -0.5, -2.3], [-1.8, 3.7, 0.4], [-0.5, 0.3, -0.1]],
  "mulliken_charge": [-0.48, -0.54, -0.51, -0.34, -0.54, 1.11, 0.30],
  "total_charge": -1,
  "lumo_ev": [3.527, 3.524],
  "homo_energy_ev": [-4.13, -4.09],
  "homo_lumo_gap_ev": [7.66, 7.61],
  "multiplicity": 1,
  "e_above_lowest_kj_mol": 201.7,
  "total_energy_ha": -774.9062
}

{
  "formula": "ClO3S",
  "method": "wB97M-V/def2-TZVPD",
  "symbols": ["O", "O", "O", "S", "Cl"],
  "positions_angstrom": [[0.873, -1.314, 0.474], [0.872, 0.204, -1.483], [0.449, 1.075, 0.816], [0.481, -0.026, -0.099], [-2.675, 0.061, 0.291]],
  "forces_ev_per_angstrom": [[1.1, -0.2, 0.3], [1.3, 0.6, -0.5], [0.8, 2.4, 1.6], [-3.0, -2.8, -1.6], [-0.2, 0.1, 0.1]],
  "mulliken_charge": [-0.50, -0.51, -0.42, 0.46, -0.03],
  "total_charge": -1,
  "lumo_ev": [3.646, -0.303],
  "homo_energy_ev": [-2.47, -5.24],
  "homo_lumo_gap_ev": [6.11, 4.94],
  "multiplicity": 3,
  "e_above_lowest_kj_mol": 0.0,
  "total_energy_ha": -1084.0685
}

{
  "formula": "C15H32N5STa",
  "method": "wB97M-V/def2-TZVPD",
  "symbols": ["Ta", "N", "N", "N", "N", "H", "C", "H", "H", "H", "C", "H", "H", "C", "H", "H", "H", "H", "C", "H", "H", "C", "H", "C", "H", "H", "H", "C", "H", "H", "H", "H", "C", "H", "H", "C", "H", "C", "H", "H", "H", "H", "C", "C", "H", "H", "C", "H", "C", "H", "H", "S", "C", "N"],
  "positions_angstrom": [[0.087, -0.060, -0.045], [0.434, -1.990, 0.318], [-0.210, -0.182, -2.054], [0.799, 0.727, 1.655], [1.512, 1.246, -0.451], [1.638, -2.793, -1.249], [0.713, -2.997, -0.695], [-0.112, -3.082, -1.416], [0.830, -3.965, -0.185], [0.824, -3.493, 1.709], [0.179, -2.605, 1.616], [-0.873, -2.922, 1.702], [0.391, -1.936, 2.457], [0.871, -0.646, -2.910], [1.076, 0.099, -3.698], [1.807, -0.836, -2.363], [0.564, -1.588, -3.395], [-1.131, 0.944, -3.574], [-1.378, 0.152, -2.846], [-1.720, -0.739, -3.400], [-2.199, 0.496, -2.210], [0.806, 0.733, 3.098], [1.504, -0.065, 3.431], [-0.571, 0.392, 3.663], [-1.091, -0.425, 3.147], [-0.461, 0.107, 4.718], [-1.223, 1.273, 3.620], [1.295, 2.063, 3.658], [1.041, 2.122, 4.722], [2.381, 2.171, 3.568], [0.805, 2.894, 3.138], [3.580, 3.529, -1.876], [3.270, 2.912, -1.023], [2.921, 3.573, -0.225], [4.137, 2.335, -0.703], [2.165, 2.002, -1.500], [2.615, 1.247, -2.165], [1.119, 2.759, -2.321], [0.093, 2.593, -1.967], [1.321, 3.834, -2.253], [1.168, 2.459, -3.373], [1.787, 2.554, 1.190], [1.836, 1.469, 0.945], [3.258, -1.277, 0.431], [2.635, -1.594, 1.276], [3.544, -2.032, -0.299], [3.785, -0.041, 0.413], [4.663, 0.218, -0.188], [3.282, 1.028, 1.327], [3.269, 0.681, 2.373], [3.878, 1.939, 1.279], [-2.190, 0.651, 0.560], [-3.022, -0.698, -0.013], [-3.648, -1.613, -0.418]],
  "forces_ev_per_angstrom": [[-0.1, -0.3, -1.1], [-0.5, 0.0, -0.1], [0.0, -0.3, 0.7], [-0.2, -0.1, -0.8], [-0.3, 0.1, 1.3], [-0.2, 0.0, 0.1], [-0.2, -0.3, -0.2], [0.2, -0.1, 0.1], [0.0, 0.1, -0.4], [-0.2, 0.2, 0.3], [0.1, -0.1, 0.2], [0.2, -0.1, 0.0], [0.0, 0.0, -0.2], [-0.1, -0.1, -0.2], [0.0, -0.2, 0.1], [-0.3, 0.1, 0.0], [0.2, 0.2, 0.0], [-0.1, -0.2, 0.1], [-0.1, 0.0, -0.1], [0.0, 0.2, 0.0], [0.2, -0.1, -0.2], [0.2, -0.4, 0.2], [-0.1, 0.3, 0.0], [-0.2, 0.1, 0.3], [0.3, 0.2, 0.0], [-0.1, 0.1, -0.2], [0.0, -0.2, 0.0], [0.0, 0.1, 0.4], [0.1, 0.0, -0.1], [-0.2, 0.1, 0.0], [0.0, -0.1, 0.2], [0.0, 0.0, 0.2], [0.3, 0.3, -0.3], [0.2, 0.0, -0.1], [0.0, 0.2, 0.0], [-0.5, -1.0, -0.5], [0.1, 0.3, 0.0], [-0.2, 0.5, -0.3], [0.4, -0.1, -0.1], [-0.2, -0.1, -0.2], [-0.1, 0.2, 0.1], [-0.2, -0.5, -0.1], [0.8, 1.1, 0.4], [1.1, 0.5, 0.5], [0.0, 0.3, -0.7], [0.1, 0.1, 0.3], [0.3, -1.0, 0.6], [-0.6, -0.2, -0.5], [-0.2, -0.1, 0.4], [0.1, 0.1, -0.3], [0.3, -0.3, 0.2], [-0.3, 0.2, 0.2], [-1.6, -2.2, -1.2], [1.6, 2.1, 1.0]],
  "mulliken_charge": [0.37, 0.00, 0.52, 0.42, 0.07, 0.30, -1.05, 0.19, 0.44, 0.49, -1.03, 0.20, 0.23, -1.24, 0.36, 0.16, 0.35, 0.36, -1.12, 0.30, 0.20, 0.70, 0.27, -1.69, 0.30, 0.40, 0.40, -1.68, 0.45, 0.33, 0.34, 0.55, -1.81, 0.36, 0.25, 1.12, 0.14, -1.43, 0.17, 0.52, 0.23, 0.51, -0.31, -0.91, 0.26, 0.36, -0.32, 0.43, -1.09, 0.69, 0.40, -0.44, 0.58, -0.58],
  "total_charge": 0,
  "lumo_ev": 0.223,
  "homo_energy_ev": -8.19,
  "homo_lumo_gap_ev": 8.41,
  "multiplicity": 1,
  "e_above_lowest_kj_mol": 47.5,
  "total_energy_ha": -1319.7065
}